Molecular formula: C4H5NO2
Method: DFT, ωB97M-V/def2-TZVPD

HOMO-LUMO gap	8.950	eV
electronic energy	-9811.9648	eV

```
! wB97M-V def2-TZVPD RIJCOSX def2/J DEFGRID3
* xyz 0 1
C -0.099 1.010 -1.167
C 1.212 0.466 -0.939
C -1.121 0.726 -0.259
C -0.536 -1.324 1.179
N -1.169 -0.413 0.532
O 1.529 -0.411 -0.151
O 0.552 -1.253 1.854
H -0.295 1.825 -1.754
H 1.836 0.967 -1.652
H -1.996 1.384 -0.228
H -1.092 -2.316 1.297
H 1.178 -0.661 1.288
*
```